1.
This record from the OMol25 dataset describes a cluster of 6 separate species, BrH10O5 in total in a non-equilibrium geometry. The level of theory is wB97M-V/def2-TZVPD.

Frontier orbital gap ... 8.485 eV
2S+1 ... 1
E_tot ... -80445.3130 eV
LUMO level ... 3.41 eV
Net charge ... -1

Atoms and positions in Å:
Br: 1.3795 0.8399 -0.2006
O: -0.1565 -2.1531 -0.1826
H: 0.4735 -1.4731 0.1784
H: -0.8505 -1.7071 -0.6876
O: 0.2685 0.9289 -3.0776
H: 0.8945 0.9829 -2.3466
H: 0.6295 0.4409 -3.7886
O: -1.7505 1.9129 -0.7406
H: -2.5025 1.6239 -0.2366
H: -1.0035 1.8059 -0.1986
O: 2.3215 -1.9291 1.5314
H: 2.1895 -1.0251 1.3094
H: 1.6705 -2.1471 2.1434
O: -1.4505 0.4459 1.8894
H: -1.3675 0.4149 2.8224
H: -0.7455 1.0379 1.5844

Atoms 1-2, force components in eV/Å:
0.3 0.2 0.8
0.3 0.0 0.4

Here are the natural (NBO) charges for atoms 1 to 6, given in e:
1 Br -0.91
2 O -0.99
3 H 0.50
4 H 0.47
5 O -0.98
6 H 0.49

2.
This record from the OMol25 dataset describes a cluster of 10 separate species, BrH18O9 in total. The level of theory is wB97M-V/def2-TZVPD.

Frontier orbital gap ... 9.556 eV
2S+1 ... 1
E_tot ... -88766.3676 eV
LUMO level ... 2.77 eV
Net charge ... -1

Atoms and positions in Å:
Br: -0.0038 -0.1593 0.2533
O: 0.9464 0.9102 -3.0531
H: 0.2878 1.5680 -3.2914
H: 0.4889 0.3064 -2.4484
O: 0.5262 2.2253 2.7022
H: -0.2294 2.3296 3.2892
H: 0.2668 1.5038 2.0995
O: -2.9994 -1.4119 1.7329
H: -2.2104 -1.6622 2.2330
H: -2.6578 -1.0056 0.9251
O: -2.6936 1.5923 -1.4065
H: -2.3353 2.3019 -1.9491
H: -1.9574 1.3188 -0.8319
O: -0.4792 -2.4858 2.8655
H: 0.2392 -2.3720 3.4954
H: -0.1569 -2.0702 2.0485
O: -1.9566 -2.6061 -1.5937
H: -2.4934 -1.9405 -2.0367
H: -1.3212 -2.0909 -1.0733
O: 0.9602 3.0086 -0.7108
H: 0.0937 2.9866 -1.1208
H: 1.1672 2.0681 -0.5458
O: 2.4510 -1.7056 -1.7019
H: 1.8782 -1.9678 -0.9691
H: 2.3145 -0.7532 -1.7852
O: 3.3949 0.4149 0.9135
H: 3.7441 -0.2161 1.5498
H: 2.7352 -0.0875 0.4098

Atoms 1-2, force components in eV/Å:
-0.1 -0.2 -0.2
0.0 -0.3 -0.1

Here are the natural (NBO) charges for atoms 1 to 6, given in e:
1 Br -0.95
2 O -0.95
3 H 0.46
4 H 0.49
5 O -0.96
6 H 0.45

Q: Number 2 is which compound?
A: BrH18O9

Copy entry 1 word for word.
This record from the OMol25 dataset describes a cluster of 6 separate species, BrH10O5 in total in a non-equilibrium geometry. The level of theory is wB97M-V/def2-TZVPD.

Frontier orbital gap ... 8.485 eV
2S+1 ... 1
E_tot ... -80445.3130 eV
LUMO level ... 3.41 eV
Net charge ... -1

Atoms and positions in Å:
Br: 1.3795 0.8399 -0.2006
O: -0.1565 -2.1531 -0.1826
H: 0.4735 -1.4731 0.1784
H: -0.8505 -1.7071 -0.6876
O: 0.2685 0.9289 -3.0776
H: 0.8945 0.9829 -2.3466
H: 0.6295 0.4409 -3.7886
O: -1.7505 1.9129 -0.7406
H: -2.5025 1.6239 -0.2366
H: -1.0035 1.8059 -0.1986
O: 2.3215 -1.9291 1.5314
H: 2.1895 -1.0251 1.3094
H: 1.6705 -2.1471 2.1434
O: -1.4505 0.4459 1.8894
H: -1.3675 0.4149 2.8224
H: -0.7455 1.0379 1.5844

Atoms 1-2, force components in eV/Å:
0.3 0.2 0.8
0.3 0.0 0.4

Here are the natural (NBO) charges for atoms 1 to 6, given in e:
1 Br -0.91
2 O -0.99
3 H 0.50
4 H 0.47
5 O -0.98
6 H 0.49